C29H44F9N2O7 | ωB97M-V with the def2-TZVPD basis set

Results
HOMO-LUMO gap = 9.28 eV
M = 703.7 g/mol
LUMO energy = -3.076 eV
maximum force = 2.40 eV/A
total energy = -2666.245397 Ha
HOMO level = -12.36 eV
net charge = +1

Cartesian coordinates (Å):
C1 4.49 1.52 2.74
C2 3.44 1.28 1.64
C3 3.47 -0.14 1.11
C4 2.36 -0.48 0.06
C5 2.58 -1.91 -0.44
C6 1.02 -0.31 0.74
N1 0.62 -1.30 1.48
C7 -0.52 -1.31 2.17
C8 -1.36 -0.26 2.15
O1 -2.52 -0.22 2.81
C9 -2.76 -1.31 3.70
C10 -3.30 -2.57 3.00
C11 -0.98 0.85 1.34
C12 -1.88 2.08 1.29
C13 -1.55 2.91 2.56
C14 -1.30 4.41 2.50
N2 -1.46 2.29 3.66
C15 0.22 0.83 0.63
C16 0.63 1.98 -0.25
C17 1.02 3.28 0.48
H1 4.39 2.57 3.03
H2 4.16 0.96 3.62
H3 5.50 1.28 2.43
H4 3.59 1.97 0.80
H5 2.48 1.55 2.07
H6 4.44 -0.37 0.65
H7 3.32 -0.82 1.96
H8 2.48 0.19 -0.78
H9 1.90 -2.19 -1.25
H10 3.58 -2.01 -0.85
H11 2.48 -2.68 0.33
H12 1.21 -2.13 1.53
H13 -0.73 -2.19 2.76
H14 -1.89 -1.55 4.32
H15 -3.53 -0.96 4.38
H16 -4.11 -2.96 3.61
H17 -3.71 -2.37 2.01
H18 -2.53 -3.34 2.97
H19 -2.93 1.79 1.35
H20 -1.69 2.68 0.40
H21 -1.73 4.89 3.38
H22 -0.23 4.61 2.54
H23 -1.66 4.89 1.58
H24 -1.23 2.94 4.42
H25 1.45 1.74 -0.91
H26 -0.19 2.24 -0.92
H27 0.25 4.03 0.33
H28 1.96 3.68 0.08
H29 1.13 3.17 1.56
C18 -7.89 1.15 2.22
C19 -6.68 0.84 1.36
O2 -7.06 0.74 -0.02
C20 -7.15 1.88 -0.68
O3 -6.95 2.97 -0.23
C21 -7.52 1.61 -2.15
F1 -8.49 0.69 -2.25
F2 -6.45 1.15 -2.82
F3 -7.94 2.71 -2.75
H30 -8.67 0.41 2.05
H31 -7.62 1.15 3.27
H32 -8.30 2.13 1.96
H33 -6.26 -0.13 1.64
H34 -5.89 1.57 1.50
C22 1.40 4.46 -6.09
C23 1.30 2.95 -6.16
O4 2.41 2.33 -5.48
C24 2.30 2.21 -4.17
O5 1.37 2.56 -3.49
C25 3.53 1.48 -3.61
F4 4.66 1.94 -4.13
F5 3.46 0.17 -3.86
F6 3.61 1.63 -2.28
H35 2.37 4.79 -6.48
H36 0.61 4.92 -6.68
H37 1.33 4.82 -5.07
H38 1.36 2.61 -7.19
H39 0.35 2.60 -5.75
C26 5.36 -6.18 -2.24
C27 5.10 -6.98 -0.98
O6 3.95 -6.46 -0.28
C28 2.77 -6.88 -0.71
O7 2.57 -7.63 -1.62
C29 1.66 -6.29 0.18
F7 1.86 -4.98 0.43
F8 1.60 -6.92 1.36
F9 0.46 -6.40 -0.40
H40 5.46 -5.12 -2.01
H41 6.27 -6.52 -2.73
H42 4.54 -6.27 -2.95
H43 5.94 -6.88 -0.30
H44 4.97 -8.04 -1.20

These are the Mulliken partial charges, in e, on atoms 1 to 2: number 1, C, carries -1.59; number 2, C, carries 0.29